Below is a structure of composition C10H34N16O14Pb in a non-equilibrium geometry, with properties calculated with ωB97M-V with the def2-TZVPD basis set.

Each line ends with the Löwdin spin population.
Cartesian coordinates (Å):
Pb  2.358725  1.343315  -3.606667  0.706
O  -1.409735  -1.084475  -4.104487  0.000
C  -0.675585  -0.575275  -5.119027  0.002
O  -0.976915  -0.785505  -6.287147  0.004
O  0.340475  0.068605  -4.894097  0.040
H  -0.946835  -0.572845  -3.436987  0.000
O  0.656655  -0.392475  0.158653  0.001
C  0.126615  0.198255  -0.847547  0.004
O  0.887815  0.777695  -1.662517  0.049
O  -1.096135  0.296665  -0.892967  0.002
H  -0.076365  -0.809785  0.617063  0.000
C  1.655745  -2.773125  3.215913  0.000
O  2.861375  -2.989985  3.093803  0.000
N  0.632765  -3.615225  3.456443  0.000
N  1.163855  -1.597625  2.896733  0.000
H  -0.185035  -3.529015  2.870043  0.000
H  0.907785  -4.470255  3.918393  0.000
H  0.197355  -1.322925  2.999363  0.000
H  1.807565  -0.849055  2.683703  0.000
C  -2.890785  -1.145175  1.752833  0.000
O  -1.623395  -1.163645  1.755343  0.000
N  -3.513125  -2.208305  1.523033  0.000
N  -3.640025  -0.201315  2.383783  0.000
H  -4.486155  -2.263245  1.788183  0.000
H  -3.162985  -3.132075  1.312903  0.000
H  -3.089985  0.636725  2.507273  0.000
H  -4.588485  -0.398705  2.669373  0.000
C  4.685215  1.175365  -0.878327  0.011
O  4.395995  1.326365  -2.045987  0.064
N  3.856345  0.597915  -0.015777  0.002
N  5.826815  1.447875  -0.299177  0.003
H  4.188795  0.176195  0.839623  0.000
H  2.973365  0.281325  -0.390257  0.004
H  5.893095  1.378765  0.706273  0.001
H  6.480555  1.986865  -0.848917  0.000
C  2.235045  3.791355  -0.770267  0.006
O  2.305055  3.580965  -1.973187  0.068
N  1.121435  3.571675  -0.104127  0.000
N  3.215535  4.355775  -0.054587  0.001
H  1.072855  3.401175  0.890193  0.000
H  0.387705  3.221165  -0.703207  0.000
H  3.218695  4.273995  0.952093  0.001
H  4.090185  4.326235  -0.558787  0.000
C  -3.576715  2.813365  -1.829917  0.000
O  -4.206765  3.816625  -2.118907  0.000
N  -2.826475  2.200275  -2.669967  0.000
N  -3.650185  2.169445  -0.678107  0.000
H  -2.242535  1.384795  -2.551167  0.000
H  -2.949435  2.612705  -3.583687  0.000
H  -2.921495  1.471165  -0.639037  0.000
H  -4.069495  2.615105  0.125423  0.000
C  -3.889485  -1.998085  -1.802207  0.000
O  -5.002035  -2.467705  -1.827137  0.000
N  -2.810905  -2.608295  -1.335007  0.000
N  -3.709815  -0.726235  -1.940287  0.000
H  -1.977955  -2.037285  -1.350397  0.000
H  -2.928865  -3.413445  -0.736737  0.000
H  -4.403805  -0.065685  -2.259897  0.000
H  -2.785955  -0.340745  -1.806217  0.000
C  -1.056585  2.254685  3.001043  0.000
O  -1.847635  2.603795  2.194563  0.000
N  -0.588015  3.008055  4.088293  0.000
N  -0.484725  1.088815  3.001273  0.000
H  -0.958935  3.947385  4.074833  0.000
H  0.109845  2.690955  4.745973  0.000
H  -0.759365  0.472345  2.249853  0.000
H  0.341565  0.942305  3.563303  0.000
C  2.743745  -3.935595  -1.069027  0.001
O  2.403085  -4.690105  -1.949447  0.001
N  2.805135  -4.383755  0.145473  0.000
N  2.956805  -2.606105  -1.198337  0.006
H  2.362015  -5.266145  0.357933  0.000
H  3.084445  -3.755855  0.885633  0.000
H  2.820485  -2.211455  -2.117987  0.021
H  2.838175  -1.919595  -0.467077  0.001

Forces on the atoms, in the same order (eV/Å):
Pb -1.34 -1.07 -0.68
O -0.10 0.42 0.80
C -0.35 -0.94 -4.36
O -1.99 -1.16 -0.71
O 3.33 2.49 3.25
H -0.11 -0.23 1.35
O 2.26 -1.96 2.54
C -0.25 3.36 -3.36
O 1.16 -0.22 0.06
O -2.48 -0.61 -0.16
H -0.56 -0.44 0.60
C 1.03 0.14 -1.65
O -0.22 -0.74 1.05
N 0.05 -1.96 1.25
N -0.42 3.71 -0.41
H 0.09 -0.24 0.36
H -0.51 -0.19 -0.59
H 0.01 -0.41 0.05
H -0.06 -0.35 -0.24
C 3.75 1.84 3.31
O -0.61 0.98 -0.77
N -4.52 -5.65 -1.17
N 1.34 0.61 -0.83
H 0.00 0.12 -0.47
H 0.69 0.79 -0.10
H -0.94 0.55 0.39
H 0.38 0.69 -0.20
C -1.43 -1.32 -0.23
O 0.58 1.02 -0.89
N -2.26 -1.02 1.26
N 3.20 1.40 0.36
H -0.14 0.07 -0.29
H -0.24 0.06 0.07
H 0.32 0.27 -0.44
H 0.14 -0.16 0.44
C -0.28 -0.17 -0.96
O 0.57 0.34 -0.27
N -2.33 -0.62 0.84
N 1.98 0.47 0.37
H -0.05 0.14 -0.33
H -0.17 -0.31 0.38
H 0.13 0.05 -0.29
H 0.12 0.12 0.44
C -2.13 1.57 1.39
O -0.64 1.11 -0.05
N 2.38 -1.01 -4.62
N -0.20 -0.91 2.17
H -0.01 0.34 0.18
H 0.63 -0.46 -0.17
H -0.16 -0.08 1.31
H 0.47 -0.21 -0.16
C -1.90 -0.32 1.49
O -1.86 -1.89 -0.40
N 2.21 -1.64 0.15
N 1.18 4.55 -1.03
H 0.25 -0.66 0.45
H 0.29 0.26 -0.70
H -0.06 -0.65 -0.09
H -0.13 -0.07 -0.04
C 2.12 1.26 3.06
O -2.49 1.38 -1.66
N -1.08 1.09 -0.86
N 1.55 -2.88 -0.20
H 0.44 -0.08 0.53
H -0.38 0.28 -0.27
H 0.22 -0.52 -0.02
H -0.33 -0.31 -0.31
C -1.44 0.44 -1.65
O 0.05 -0.38 -1.89
N 0.63 -0.77 4.37
N 0.63 1.59 -1.05
H 0.34 0.30 -0.10
H -0.18 -0.44 0.31
H -0.01 -0.17 -0.04
H -0.10 -0.62 0.11

Its charge is -1. The calculation puts the HOMO energy (alpha / beta) at -0.09108 / -0.16145 hartree. The value obtained for the gap between HOMO and LUMO (alpha / beta) is 3.7575 / 5.6673 eV. Its multiplicity is 2. The value obtained for the total energy is -2524.1126 Ha. The calculation puts the LUMO energy (alpha / beta) at 1.28 / 1.27 eV.